Below is a cluster of 16 separate species, C48H96O48 in total at a distorted geometry, with properties calculated with wB97M-V/def2-TZVPD.

Geometry as XYZ:
```
192
Properties=species:S:1:pos:R:3:lowdin_charge:R:1
C 23.06367 16.22848 27.40213 -0.08
O 22.58275 17.17310 26.51545 -0.01
C 21.66958 16.87027 25.54408 -0.61
O 21.40786 15.82366 25.11266 0.18
O 21.22448 18.04800 25.08719 0.00
C 20.18645 18.08153 24.07598 -0.02
H 23.07859 16.70853 28.37778 0.09
H 24.09635 15.83868 27.20430 0.11
H 22.44175 15.34963 27.41072 0.09
H 20.05641 19.07124 23.69053 0.09
H 19.19132 17.81403 24.43753 0.07
H 20.34312 17.34116 23.30258 0.09
C 16.36149 15.10820 15.26688 -0.01
O 15.66682 13.90717 15.04992 0.03
C 15.92942 12.84379 15.76668 -0.59
O 16.74782 12.76853 16.65994 0.10
O 15.14853 11.83519 15.34592 0.02
C 15.49624 10.53333 15.92168 -0.02
H 17.21619 14.97729 15.94747 0.09
H 15.56018 15.81312 15.53899 0.11
H 16.84716 15.39008 14.32931 0.08
H 15.88574 10.64192 16.92318 0.08
H 16.18523 9.99216 15.30989 0.08
H 14.68147 9.82833 16.04028 0.09
C 22.02720 27.28907 15.18186 -0.02
O 21.88471 26.37077 14.09720 -0.01
C 20.63506 25.89692 13.83548 -0.62
O 19.65334 26.13236 14.50005 0.09
O 20.65544 25.18478 12.75891 0.02
C 19.40111 24.87866 12.12004 0.00
H 22.55166 28.12552 14.70748 0.10
H 22.61072 26.75180 15.89634 0.08
H 21.08534 27.63245 15.59999 0.09
H 18.61145 25.05178 12.84124 0.07
H 19.32146 23.87374 11.74656 0.08
H 19.28141 25.63581 11.32840 0.11
C 13.13838 13.12868 18.22690 -0.01
O 13.77817 14.39062 17.94855 0.01
C 14.54983 14.77439 18.95235 -0.57
O 14.84684 14.11190 19.95734 0.07
O 15.02619 16.00213 18.65640 -0.01
C 15.68582 16.66144 19.75429 -0.02
H 13.87460 12.51279 18.78519 0.11
H 12.81679 12.70574 17.29872 0.09
H 12.24741 13.34417 18.80122 0.10
H 14.97954 16.88947 20.57725 0.11
H 16.14836 17.54515 19.27748 0.10
H 16.47894 15.97622 20.17443 0.09
C 16.75382 21.49437 19.52628 -0.05
O 15.64063 21.12907 18.76859 0.01
C 15.96073 20.46042 17.64891 -0.58
O 17.09465 20.26547 17.23205 0.12
O 14.79363 20.13980 17.13495 0.01
C 14.70992 19.34547 15.92313 0.01
H 17.71953 21.18802 19.17112 0.09
H 16.56343 21.25239 20.57088 0.09
H 16.79564 22.53770 19.48717 0.07
H 14.90251 20.04585 15.07640 0.09
H 13.71356 18.95061 15.83327 0.09
H 15.51631 18.61724 15.77924 0.08
C 19.65335 15.26979 13.37807 -0.04
O 20.14197 16.35824 12.57828 -0.01
C 20.83063 17.26344 13.31406 -0.57
O 20.81081 17.28653 14.51759 0.11
O 21.44528 18.11553 12.47857 0.00
C 22.29156 18.98488 13.23465 -0.02
H 18.90183 14.61251 12.87377 0.11
H 19.19266 15.77300 14.25901 0.07
H 20.51770 14.58545 13.63280 0.10
H 22.67664 18.44433 14.11179 0.09
H 21.74661 19.85208 13.55017 0.07
H 23.03686 19.35079 12.46663 0.12
C 22.54135 22.55933 15.24755 -0.06
O 23.04905 23.38880 16.24614 -0.01
C 22.33728 24.26226 16.94558 -0.54
O 22.74941 24.94326 17.91361 0.09
O 21.08229 24.20798 16.43241 -0.04
C 20.12044 24.91142 17.17191 -0.06
H 21.70277 21.90881 15.65906 0.10
H 23.41893 21.91497 14.93508 0.12
H 22.15159 23.20803 14.43435 0.10
H 20.48736 25.90204 17.50174 0.11
H 19.86539 24.37830 18.06652 0.09
H 19.24027 24.98046 16.53735 0.09
C 11.89720 23.48642 14.71095 -0.07
O 12.30158 24.79267 14.53955 0.00
C 12.85553 24.97100 13.35489 -0.57
O 12.84841 24.17870 12.45333 0.12
O 13.42520 26.24962 13.34982 0.00
C 13.94289 26.49309 12.04788 -0.07
H 12.70468 22.85330 14.35946 0.07
H 10.90507 23.37357 14.24818 0.11
H 11.82627 23.41147 15.82921 0.12
H 14.04124 27.57078 11.94415 0.09
H 13.29100 26.15522 11.27192 0.08
H 14.97055 26.11125 11.92051 0.10
C 17.03711 20.78118 7.84639 -0.04
O 18.13905 20.20306 8.54895 -0.03
C 18.43789 20.90569 9.67276 -0.63
O 17.81913 21.78203 10.17591 0.14
O 19.54092 20.40400 10.14994 0.03
C 20.08860 19.17794 9.56465 0.00
H 16.99452 20.36522 6.87006 0.08
H 17.09473 21.89737 7.82044 0.11
H 16.04343 20.64421 8.27491 0.09
H 20.52122 19.41182 8.60974 0.09
H 19.34039 18.37815 9.47866 0.11
H 20.90563 18.82450 10.17787 0.08
C 11.75035 20.44659 12.51953 -0.03
O 12.59359 19.32512 12.73826 -0.01
C 13.75566 19.16098 12.04024 -0.57
O 14.14702 19.71420 11.02479 0.09
O 14.47767 18.24472 12.65276 0.02
C 15.64773 17.92481 11.94868 -0.04
H 11.04574 20.46727 13.34002 0.09
H 11.25083 20.47200 11.55189 0.10
H 12.39504 21.30574 12.60827 0.07
H 16.11813 17.00549 12.24670 0.09
H 16.41818 18.67908 12.03254 0.09
H 15.39101 17.92709 10.87681 0.10
C 22.88038 14.36752 15.90599 -0.02
O 23.88148 15.39854 15.90067 -0.03
C 24.28896 15.72332 14.63703 -0.58
O 23.92414 15.32881 13.59921 0.17
O 25.22363 16.74879 14.66221 -0.02
C 25.67982 17.16923 15.95191 -0.05
H 23.15900 13.39983 15.51510 0.10
H 22.02144 14.70224 15.33398 0.07
H 22.60279 14.30225 16.90583 0.07
H 25.12507 18.03181 16.35966 0.09
H 26.64092 17.56682 15.79515 0.07
H 25.63970 16.36717 16.68809 0.10
C 23.21634 17.72066 21.87876 -0.03
O 22.39717 18.23259 20.85452 -0.01
C 22.96892 18.88734 19.80982 -0.56
O 24.10974 19.19540 19.57704 0.13
O 21.92396 19.03986 18.95790 -0.02
C 22.23652 19.82127 17.81904 -0.06
H 22.55101 17.39160 22.66729 0.07
H 23.85278 18.44490 22.33760 0.10
H 23.73437 16.90674 21.41472 0.10
H 23.19191 20.43275 17.98114 0.12
H 21.41178 20.48766 17.66103 0.07
H 22.31819 19.13289 16.92253 0.11
C 15.43797 14.27759 23.12217 0.01
O 15.17539 15.58805 23.69820 0.03
C 16.01187 16.54969 23.46412 -0.64
O 17.13167 16.47676 22.96788 0.09
O 15.45465 17.69907 23.86114 -0.02
C 16.20488 18.91805 23.65160 -0.03
H 14.56964 13.67219 23.24041 0.09
H 16.37518 13.89418 23.49896 0.10
H 15.66491 14.42374 22.09247 0.05
H 15.51471 19.71545 24.02845 0.11
H 16.35208 19.06835 22.55039 0.10
H 17.17628 18.90446 24.17032 0.08
C 19.68720 10.74664 16.95024 0.00
O 19.56119 11.94592 17.74511 -0.01
C 19.42480 13.05330 17.04440 -0.64
O 19.61350 13.19446 15.84820 0.10
O 19.17299 14.14435 17.77943 0.01
C 18.54595 13.84718 18.98060 -0.06
H 18.82791 10.74174 16.29429 0.09
H 19.62780 9.94206 17.67635 0.10
H 20.62028 10.68045 16.41550 0.09
H 18.24222 14.76774 19.45772 0.09
H 19.20739 13.38480 19.74266 0.11
H 17.76276 13.17601 18.77664 0.07
C 15.73821 22.35646 12.22080 0.00
O 15.15178 22.33380 13.55751 0.01
C 15.66850 23.06487 14.48850 -0.69
O 16.54775 23.85784 14.34742 0.13
O 15.10378 22.81820 15.67413 -0.01
C 15.02747 23.98316 16.55352 0.00
H 14.95673 22.61606 11.51268 0.09
H 16.04184 21.30363 11.89822 0.09
H 16.56566 23.02152 12.18661 0.07
H 16.00696 24.40490 16.67227 0.08
H 14.78628 23.66178 17.55606 0.09
H 14.34650 24.78948 16.25037 0.10
C 18.15655 21.10576 14.42246 0.00
O 19.21994 20.38179 15.09925 0.00
C 18.83346 19.14388 15.44796 -0.60
O 17.99228 18.47885 14.83129 0.08
O 19.61626 18.69270 16.44146 -0.02
C 19.19143 17.41991 16.97748 -0.01
H 17.30370 21.09744 15.05519 0.06
H 17.86584 20.60633 13.49853 0.09
H 18.54258 22.08588 14.23546 0.09
H 19.93596 17.09242 17.66639 0.09
H 19.17059 16.68606 16.18904 0.06
H 18.21796 17.47254 17.42709 0.09
```

Values from the calculation:
HOMO level in eV: -10.3576
Energy relative to the best compared isomer or geometry (same formula, charge and spin) in eV: 2.499



Below is a structure of composition C49H100F16N9NaO16S8 at a distorted geometry, with properties calculated with wB97M-V/def2-TZVPD.

Geometry as XYZ:
```
199
Properties=species:S:1:pos:R:3:lowdin_charge:R:1
Na 0.93098 -2.40032 2.21777 0.38
C -0.01257 2.07030 -4.36862 -0.08
C 0.96311 1.06408 -4.97830 -0.20
C 2.23815 0.82184 -4.07485 -0.06
N 3.32262 -0.21938 -4.60247 -0.22
C 2.72859 -1.54608 -5.05321 -0.10
C 2.13909 -2.28545 -3.82789 -0.17
C 3.17413 -2.48311 -2.73251 -0.12
C 3.83182 -1.05664 -2.24810 -0.12
C 4.36600 -0.32595 -3.45253 -0.13
C 4.09101 0.35550 -5.82837 0.03
H 0.44679 3.04493 -4.20370 0.08
H -0.24416 1.73524 -3.35758 0.07
H -0.77289 2.32541 -5.10682 0.08
H 1.45172 1.39428 -5.89500 0.10
H 0.36023 0.15664 -5.01258 0.10
H 1.95960 0.47664 -3.07918 0.09
H 2.82265 1.73881 -3.99977 0.13
H 1.96590 -1.44403 -5.82521 0.12
H 3.54146 -2.13641 -5.47611 0.13
H 1.41280 -1.61476 -3.36879 0.09
H 1.77281 -3.28565 -4.05927 0.12
H 2.61264 -2.93260 -1.91350 0.11
H 3.95065 -3.20477 -2.98614 0.12
H 3.17662 -0.42556 -1.64764 0.09
H 4.69339 -1.32585 -1.63710 0.10
H 4.67400 0.71426 -3.34669 0.11
H 5.12614 -0.97795 -3.88287 0.14
H 4.51163 1.30320 -5.49214 0.10
H 3.46641 0.40619 -6.72022 0.10
H 4.88435 -0.32833 -6.13020 0.10
C -11.02014 -1.45282 -1.64886 -0.13
C -9.64430 -1.19293 -1.28882 -0.27
C -9.47659 0.29523 -1.03403 -0.12
N -8.02389 0.76329 -0.72125 -0.20
C -7.28327 -0.04604 0.41908 -0.04
C -5.99533 0.70387 0.94201 -0.13
C -6.17381 2.27047 1.20624 -0.14
C -6.88744 3.07284 0.01124 -0.12
C -8.22039 2.30969 -0.38424 -0.08
C -7.25355 0.71312 -2.06489 0.01
H -11.86638 -1.12433 -1.04549 0.10
H -11.13491 -2.50966 -1.88972 0.10
H -11.19810 -0.93933 -2.59372 0.09
H -9.07936 -1.61592 -2.11950 0.12
H -9.39016 -1.77687 -0.40422 0.12
H -9.95637 0.59215 -0.10142 0.13
H -9.89521 0.95181 -1.79677 0.13
H -8.04764 -0.16263 1.18735 0.13
H -7.05427 -1.01916 -0.01532 0.12
H -5.51893 0.24362 1.80763 0.09
H -5.25958 0.66997 0.13850 0.09
H -6.63566 2.40033 2.18498 0.11
H -5.18719 2.72940 1.26982 0.11
H -7.12343 4.03030 0.47567 0.11
H -6.23591 3.24293 -0.84589 0.10
H -8.92947 2.44552 0.43238 0.13
H -8.61216 2.80765 -1.27117 0.12
H -7.93130 1.00369 -2.86759 0.11
H -6.93110 -0.29787 -2.31392 0.09
H -6.33797 1.30262 -2.11308 0.09
C 4.78034 1.15564 2.29499 -0.07
C 5.43841 1.44323 0.96487 -0.21
C 6.88866 0.91871 1.03040 -0.11
N 7.76884 1.11955 -0.22350 -0.23
C 9.02361 0.11613 -0.18945 -0.02
C 9.91629 0.17696 -1.54149 -0.10
C 8.97073 0.11459 -2.81319 -0.18
C 7.70883 0.91569 -2.73409 -0.18
C 6.90785 0.85381 -1.43817 -0.15
C 8.32783 2.60384 -0.22189 0.06
H 3.78982 1.55350 2.51560 0.07
H 5.39223 1.47057 3.14028 0.10
H 4.65316 0.07320 2.31035 0.06
H 5.65260 2.48186 0.71291 0.11
H 4.93500 0.91524 0.15499 0.09
H 6.81352 -0.15097 1.22598 0.14
H 7.56669 1.49264 1.66205 0.13
H 8.57126 -0.87481 -0.22841 0.12
H 9.51426 0.17070 0.78234 0.13
H 10.65056 -0.62603 -1.60593 0.12
H 10.43389 1.13446 -1.59965 0.10
H 8.69521 -0.92266 -3.00375 0.11
H 9.47744 0.34009 -3.75154 0.12
H 6.94290 0.81734 -3.50336 0.10
H 7.98853 1.96046 -2.86942 0.11
H 6.40288 -0.07906 -1.18743 0.12
H 6.10314 1.58576 -1.50738 0.12
H 7.44795 3.23337 -0.35457 0.11
H 8.86552 2.80375 -1.14872 0.09
H 8.96981 2.73450 0.64925 0.12
C -3.71744 1.46660 4.75382 -0.06
C -2.33670 2.24226 4.73139 -0.21
C -1.87166 2.72462 6.11904 -0.10
N -0.58896 3.61668 6.04223 -0.19
C -0.08764 3.64851 7.53721 -0.12
C 1.17419 4.40837 7.66245 -0.17
C 2.24332 3.66668 6.83527 -0.18
C 1.91025 3.64645 5.37770 -0.17
C 0.48740 3.06742 5.07763 -0.08
C -0.96460 5.12632 5.64380 0.08
H -3.59763 0.66452 5.48211 0.08
H -4.03654 1.15668 3.75872 0.05
H -4.45108 2.06171 5.29764 0.06
H -2.23942 3.05106 4.00718 0.09
H -1.72455 1.50224 4.21590 0.10
H -1.61009 1.82110 6.66979 0.12
H -2.60571 3.21519 6.75826 0.13
H 0.04117 2.62286 7.88294 0.13
H -0.95599 3.97706 8.10829 0.13
H 1.57253 4.46000 8.67574 0.13
H 0.95365 5.44721 7.41695 0.11
H 2.26412 2.64248 7.20767 0.11
H 3.22268 4.12321 6.97852 0.13
H 2.66124 3.00988 4.90983 0.10
H 2.05620 4.66257 5.01124 0.10
H 0.44799 2.00327 5.31028 0.11
H 0.07742 3.05874 4.06771 0.09
H -0.09830 5.71607 5.34410 0.09
H -1.50589 5.54110 6.49413 0.10
H -1.56894 4.90067 4.76519 0.09
C -4.25573 0.46534 -4.44013 -0.06
C -3.81166 -1.00219 -3.94753 -0.21
C -3.98151 -2.09314 -5.01351 -0.07
N -3.24493 -3.45911 -4.48009 -0.22
C -1.69689 -3.40283 -4.54004 -0.09
C -1.18542 -4.80575 -4.43684 -0.18
C -1.76941 -5.86584 -5.40643 -0.13
C -3.30875 -5.82466 -5.27192 -0.17
C -3.92283 -4.44536 -5.42278 -0.13
C -3.63225 -3.78522 -3.04568 0.03
H -5.27246 0.52248 -4.82883 0.07
H -3.65860 0.73706 -5.31059 0.06
H -4.05275 1.29889 -3.76776 0.07
H -4.41369 -1.23276 -3.06861 0.08
H -2.79761 -0.99616 -3.54781 0.10
H -3.38822 -1.66778 -5.82294 0.13
H -5.01629 -2.31463 -5.27478 0.13
H -1.61724 -2.93588 -5.52173 0.13
H -1.26763 -2.66516 -3.86204 0.13
H -0.14200 -4.73249 -4.74343 0.11
H -1.12070 -5.20153 -3.42329 0.13
H -1.45559 -5.50893 -6.38736 0.12
H -1.33399 -6.83307 -5.15547 0.13
H -3.65496 -6.54550 -6.01260 0.12
H -3.71405 -6.26325 -4.36007 0.12
H -3.70120 -4.05418 -6.41574 0.14
H -5.00512 -4.43853 -5.29348 0.14
H -3.17394 -3.13494 -2.30057 0.10
H -3.24581 -4.79163 -2.88469 0.10
H -4.71979 -3.74110 -2.98731 0.12
N 1.64296 -1.83083 4.59936 -0.24
S 0.66585 -1.93554 5.72822 0.42
O 0.07513 -0.74674 6.43598 -0.31
O 0.62746 -3.24114 6.41817 -0.26
F -0.51758 -2.16750 4.74526 -0.21
S 2.61302 -0.80181 5.55639 0.60
O 3.15140 -1.33593 6.79113 -0.23
O 2.58401 0.67735 5.47371 -0.29
F 3.86816 -0.90662 4.56501 -0.22
N 0.01287 6.30788 1.97190 -0.22
S 1.30200 6.93532 2.23921 0.37
O 2.36113 7.09409 1.23315 -0.27
O 1.70904 6.86436 3.64104 -0.30
F 0.68442 8.37776 2.16133 -0.19
S 0.72708 4.91560 1.55645 0.54
O 1.63581 4.09698 2.38059 -0.29
O 0.94106 4.74096 0.13974 -0.29
F -0.61735 4.01423 1.65222 -0.23
C 4.75258 -4.16458 3.10056 -0.71
F 5.09727 -5.38360 3.16788 0.22
F 4.09958 -3.80653 4.20049 0.16
F 5.91312 -3.50313 3.00074 0.13
S 3.80730 -3.74312 1.50123 0.73
O 3.79539 -2.30491 1.46308 -0.32
O 4.54174 -4.40545 0.42811 -0.30
N 2.13054 -4.40729 1.88306 -0.32
S 2.02884 -5.71217 1.09638 0.56
O 2.11591 -5.59253 -0.37357 -0.35
O 2.80261 -6.73939 1.77456 -0.30
C 0.15534 -6.14414 1.69505 -0.67
F -0.64327 -5.07310 1.48473 0.09
F -0.34876 -7.15844 1.13507 0.20
F 0.20120 -6.50141 2.97714 0.15
C 0.98860 1.01036 1.06048 -0.63
F 1.37925 2.02718 0.37133 0.17
F 2.04897 0.20950 1.36100 0.11
F 0.32985 1.33084 2.21681 0.13
S -0.10506 0.10680 -0.15401 0.75
O -0.94904 1.13988 -0.74694 -0.28
O 0.85350 -0.60767 -1.08503 -0.34
N -0.81346 -1.08408 0.90807 -0.29
S -2.30200 -0.76103 0.78598 0.54
O -2.71615 0.50712 1.36515 -0.31
O -2.91565 -1.05521 -0.51756 -0.35
C -3.18329 -2.10408 1.91317 -0.68
F -4.49657 -2.05285 1.73370 0.15
F -2.61623 -3.20777 1.59752 0.16
F -2.88890 -1.96935 3.21097 0.14
```

Values from the calculation:
HOMO level in eV: -11.9316
Energy relative to the best compared isomer or geometry (same formula, charge and spin) in eV: 4.995
Charge: +2